## one
Entry from the Open Molecules 2025 dataset: a cluster of 2 separate species, CH7N2O in total (wB97M-V/def2-TZVPD).

Geometry as XYZ:
```
11
Properties=species:S:1:pos:R:3:nbo_charge:R:1
O 1.8997 0.6565 1.3927 -1.29
H 1.3663 1.4591 1.4973 0.39
N 0.8008 -0.5440 -0.7945 -0.91
C -0.6085 -0.6205 -0.7175 -0.04
N -1.2838 0.4525 0.2869 -0.90
H 1.0662 0.1575 -1.4909 0.32
H 1.2990 0.0613 -0.0603 0.45
H -1.0889 -0.4467 -1.7050 0.16
H -0.9419 -1.4354 -0.0610 0.14
H -1.9399 -0.2482 0.6310 0.31
H -0.5690 0.5079 1.0213 0.37
```

Its total charge is -1. Its HOMO energy is -3.022 eV. Its lowest unoccupied orbital energy is 4.5 eV. The value obtained for the HOMO-LUMO gap is 0.27502 Eh.

***

## two
Entry from the Open Molecules 2025 dataset: a cluster of 2 separate species, CH7N2O in total (wB97M-V/def2-TZVPD).

Geometry as XYZ:
```
11
Properties=species:S:1:pos:R:3:nbo_charge:R:1
N -2.2566 -2.0206 0.0390 -1.09
H -2.0628 -1.9677 1.0752 0.34
H -3.0101 -1.4073 0.0188 0.34
H -1.3977 -1.4301 -0.2536 0.40
N 1.9640 0.0644 -0.0536 -0.98
C 0.9007 1.3110 -0.0024 0.17
O -0.3405 0.9669 -0.0149 -0.93
H 2.1302 -0.3687 -1.0394 0.31
H 1.2985 -0.5616 0.4093 0.33
H 1.1979 2.0047 -0.9052 0.03
H 1.2120 1.8223 0.9314 0.06
```

Its total charge is -1. Its HOMO energy is -2.713 eV. Its lowest unoccupied orbital energy is 4.6 eV. The value obtained for the HOMO-LUMO gap is 0.26894 Eh.

***

## three
Entry from the Open Molecules 2025 dataset: a cluster of 2 separate species, CH7N2O in total (wB97M-V/def2-TZVPD).

Geometry as XYZ:
```
11
Properties=species:S:1:pos:R:3:nbo_charge:R:1
N 2.3752 0.1520 -0.0456 -1.09
H 2.0340 -0.6714 0.4345 0.37
H 3.3585 0.1216 -0.2854 0.34
H 1.8652 0.2247 -0.9201 0.38
N -0.9495 0.4761 -0.6638 -0.96
C -1.5032 -0.4640 0.4981 0.18
O -2.6728 -0.9776 0.2513 -0.91
H -0.6588 1.2943 -0.1142 0.32
H -1.7586 0.7853 -1.1855 0.34
H -1.4384 0.2339 1.3847 0.02
H -0.6515 -1.1750 0.6459 0.04
```

Its total charge is -1. Its HOMO energy is -2.312 eV. Its lowest unoccupied orbital energy is 4.3 eV. The value obtained for the HOMO-LUMO gap is 0.24217 Eh.

***

Which of them is most stable, and which least? Most stable: three; least stable: one.

***

## one
Entry from the Open Molecules 2025 dataset: a cluster of 2 separate species, CH2NO2S in total (wB97M-V/def2-TZVPD).

Geometry as XYZ:
```
7
Properties=species:S:1:pos:R:3:nbo_charge:R:1
C -1.0093 0.0729 0.0645 0.45
N 1.2572 0.6923 -0.0974 -0.71
O -0.0272 -1.8907 -0.0116 -0.98
O -0.0962 0.9099 0.0248 -0.33
S -2.6026 0.0424 0.1097 -0.17
H 0.8252 -1.4582 -0.1095 0.45
H 1.6529 1.6314 0.0194 0.28
```

Its total charge is -1. Its HOMO energy is -3.110 eV. Its lowest unoccupied orbital energy is 3.5 eV. The value obtained for the HOMO-LUMO gap is 0.24206 Eh.

***

## two
Entry from the Open Molecules 2025 dataset: a cluster of 2 separate species, CH2NO2S in total (wB97M-V/def2-TZVPD).

Geometry as XYZ:
```
7
Properties=species:S:1:pos:R:3:nbo_charge:R:1
C -1.4401 -0.0312 -0.1198 0.48
N 1.5464 0.1174 0.1554 -0.60
O -1.9126 1.0732 -0.1170 -0.54
O 0.5849 0.3898 1.2268 -0.75
S -1.6141 -1.5862 -0.3798 -0.18
H 1.4655 0.8184 -0.5633 0.29
H 1.3700 -0.7814 -0.2024 0.30
```

Its total charge is -1. Its HOMO energy (alpha / beta) is -2.190 / -2.192 eV. Its lowest unoccupied orbital energy (alpha / beta) is 3.4 / 3.4 eV. The value obtained for the HOMO-LUMO gap (alpha / beta) is 0.20545 / 0.20554 Eh.

***

## three
Entry from the Open Molecules 2025 dataset: a cluster of 2 separate species, CH2NO2S in total (wB97M-V/def2-TZVPD).

Geometry as XYZ:
```
7
Properties=species:S:1:pos:R:3:nbo_charge:R:1
C -0.4778 -2.8021 -0.0582 0.16
N 0.0960 -1.8280 -0.0661 -0.68
O 0.5092 0.6930 -0.9783 -1.09
O 0.7540 1.8190 1.1807 -1.06
S 0.0425 1.8282 -0.1661 1.35
H -1.2547 1.1368 0.1673 -0.15
H 0.3307 -0.8469 -0.0792 0.47
```

Its total charge is -1. Its HOMO energy is -3.868 eV. Its lowest unoccupied orbital energy is 4.0 eV. The value obtained for the HOMO-LUMO gap is 0.29041 Eh.

***

Which of them is most stable, and which least? Most stable: three; least stable: one.

***

## one
Entry from the Open Molecules 2025 dataset: a cluster of 2 separate species, C3H9S2 in total (wB97M-V/def2-TZVPD).

Geometry as XYZ:
```
14
Properties=species:S:1:pos:R:3:nbo_charge:R:1
C -1.6425 0.4350 -1.7370 -0.74
S -1.6358 -1.2625 -0.8774 -0.75
H -1.4053 0.9966 -0.7881 0.20
H -2.5868 0.7488 -2.1252 0.17
H -0.8614 0.5464 -2.5511 0.17
C 1.7697 0.2921 -0.1268 -0.75
S 1.4064 0.6120 1.6363 0.08
C 0.0256 -0.6006 1.9901 -0.74
H 1.1980 -0.5295 -0.4836 0.26
H 1.4790 1.1215 -0.7546 0.21
H 2.8695 0.0637 -0.2416 0.19
H -0.1843 -0.2454 2.9751 0.20
H 0.3765 -1.6487 1.8499 0.21
H -0.8086 -0.5294 1.2340 0.28
```

Its total charge is -1. Its HOMO energy is -2.398 eV. Its lowest unoccupied orbital energy is 3.4 eV. The value obtained for the HOMO-LUMO gap is 0.21200 Eh.

***

## two
Entry from the Open Molecules 2025 dataset: a cluster of 2 separate species, C3H9S2 in total (wB97M-V/def2-TZVPD).

Geometry as XYZ:
```
14
Properties=species:S:1:pos:R:3:nbo_charge:R:1
C -2.0329 -0.4265 -0.9187 -0.75
S -1.2759 -2.0232 -0.4994 -0.73
H -1.5897 0.3463 -0.3116 0.17
H -1.9116 -0.1581 -1.9666 0.17
H -3.1002 -0.3560 -0.6704 0.17
C 1.6405 -0.2790 0.6968 -0.75
S 0.9382 1.3592 1.0794 0.14
C 0.9600 1.9715 -0.6297 -0.74
H 1.8593 -0.7293 1.6560 0.21
H 2.5517 -0.0861 0.1226 0.18
H 0.9844 -0.9138 0.0825 0.28
H 1.9743 2.2542 -0.9031 0.19
H 0.5895 1.1931 -1.2881 0.23
H 0.2631 2.7921 -0.6828 0.21
```

Its total charge is -1. Its HOMO energy is -2.194 eV. Its lowest unoccupied orbital energy is 3.3 eV. The value obtained for the HOMO-LUMO gap is 0.20159 Eh.

***

Which of them is most stable, and which least? Most stable: two; least stable: one.

***

## one
Entry from the Open Molecules 2025 dataset: a structure of composition C4H5N3O3 (wB97M-V/def2-TZVPD).

Geometry as XYZ:
```
15
Properties=species:S:1:pos:R:3:nbo_charge:R:1
C 0.7406 -0.1086 -0.0700 0.22
C -1.5180 -1.2916 0.0988 0.74
C -0.5277 0.3521 0.5324 -0.27
C 1.9865 0.6249 -0.0752 -0.67
N 0.6963 -1.2808 -0.5732 -0.22
N -0.4832 -1.9136 -0.4314 -0.47
N -1.2242 1.4571 -0.0390 0.51
O -2.6330 -1.5502 0.4576 -0.51
O -1.8807 2.1209 0.7706 -0.38
O -1.1466 1.8109 -1.1917 -0.37
H -0.4030 0.3066 1.5646 0.25
H 2.6523 -0.2451 -0.3046 0.25
H 2.2182 1.1200 1.0008 0.23
H 2.0958 1.4869 -0.8781 0.26
H -0.5732 -2.8894 -0.8618 0.43
```

Its HOMO energy is -10.289 eV. Its lowest unoccupied orbital energy is -0.3 eV. The value obtained for the HOMO-LUMO gap is 0.36724 Eh.

***

## two
Entry from the Open Molecules 2025 dataset: an isolated molecule of C4H5N3O3 (wB97M-V/def2-TZVPD).

Geometry as XYZ:
```
15
Properties=species:S:1:pos:R:3:nbo_charge:R:1
C 0.9338 0.7047 -0.1983 0.02
C -1.3906 1.0367 -0.1776 0.30
C 0.6588 -0.5701 -0.9231 -0.49
C -0.5631 -1.1825 -0.2626 0.02
N -0.2241 1.5139 -0.2823 -0.40
N -1.5630 -0.4455 -0.0195 0.05
N 1.2788 0.2846 1.2257 0.54
O -2.6322 -0.8558 0.5528 -0.53
O 2.1022 -0.5870 1.3021 -0.38
O 0.8456 0.9964 2.0818 -0.34
H 1.7607 1.3558 -0.3871 0.24
H -2.3308 1.5017 -0.2779 0.22
H 0.4303 -0.1494 -1.9080 0.24
H 1.4320 -1.3344 -0.7201 0.28
H -0.7382 -2.2691 -0.0057 0.24
```

Its SMILES is O=[N+]([O-])[C@H]1CC=[N+]([O-])C=N1. Its HOMO energy (alpha / beta) is -9.303 / -9.305 eV. Its lowest unoccupied orbital energy (alpha / beta) is -0.6 / -0.6 eV. The value obtained for the HOMO-LUMO gap (alpha / beta) is 0.31878 / 0.31884 Eh.

***

Which of them is most stable, and which least? Most stable: one; least stable: two.